[1]
ORCA calculation (ωB97M-V/def2-TZVPD) on C29H41F5IrP2S as an isolated structure at a distorted geometry.

Summary:
⟨S²⟩   8.800
Highest occupied orbital energy (alpha / beta)   -0.4188 / -0.5289 Ha
Orbital gap (alpha / beta)   5.295 / 6.339 eV
2S+1   6
Total charge   +2
E_LUMO (alpha / beta)   -6.103 / -8.054 eV

```
79
Properties=species:S:1:pos:R:3:forces:R:3:lowdin_charge:R:1
Ir 2.004530 -2.041485 -1.080821 -1.3 3.5 3.2 1.25
C 1.902020 1.134495 1.932859 -2.2 -0.1 2.2 -0.18
C 2.125913 1.586583 0.632546 -1.0 1.6 -1.3 -0.16
C 0.136214 2.516814 1.436697 0.5 1.3 -1.6 -0.24
C 0.666664 1.682417 2.398264 2.1 -1.7 1.1 -0.19
C 0.917735 2.388617 0.176440 1.0 -0.2 2.5 -0.38
C 2.836802 0.410123 2.837440 0.2 -0.2 0.1 -0.02
H 3.725715 0.048261 2.321465 -0.1 0.1 0.1 0.07
H 2.355348 -0.456706 3.315678 0.1 0.3 -0.1 0.09
H 3.167699 1.089260 3.640370 -0.1 -0.3 -0.2 0.12
C 0.108772 1.514677 3.772521 -0.2 -0.2 0.2 -0.02
H 0.572755 0.654404 4.280632 -0.2 0.4 -0.1 0.09
H -0.979585 1.326647 3.707187 0.6 0.2 0.2 0.02
H 0.268217 2.420737 4.389145 0.0 -0.4 -0.3 0.12
C -1.012206 3.431309 1.627811 -0.2 0.2 0.0 -0.01
H -0.728417 4.289531 2.265064 -0.1 -0.3 -0.2 0.13
H -1.836235 2.895889 2.129190 0.3 0.3 0.0 0.05
H -1.384418 3.835523 0.678693 0.1 0.0 0.3 0.07
C 1.249842 3.646742 -0.581421 -0.3 0.3 -0.5 -0.05
H 1.741235 4.376333 0.074548 -0.2 -0.2 0.0 0.12
H 0.346447 4.115852 -0.983904 0.2 0.1 0.0 0.08
H 1.937389 3.466529 -1.405468 -0.1 0.0 -0.1 0.08
C 3.477425 1.731542 0.062689 0.5 -0.1 -0.5 -0.02
H 3.945804 2.668890 0.423003 -0.2 -0.2 -0.2 0.13
H 3.474066 1.752567 -1.031657 0.1 0.1 0.1 0.09
H 4.145980 0.917485 0.371480 -0.2 0.5 0.0 0.06
C 0.302366 -3.739265 -0.963359 -1.1 -0.8 0.1 -0.34
C 1.810804 -3.933898 -0.822257 -0.3 -1.2 0.2 -0.37
C 2.684758 -4.536361 -1.925616 0.0 -0.5 -0.5 -0.15
C 3.036930 -3.574241 -3.128846 0.2 -0.7 0.0 -0.16
C 2.580839 -2.150223 -2.967747 -0.3 0.5 -2.2 -0.35
C 1.166128 -1.830824 -2.949249 0.4 0.3 -1.9 -0.35
C 0.101242 -2.830616 -3.346645 -0.6 -0.6 0.0 -0.17
C -0.217484 -3.993314 -2.353679 -0.7 0.2 -0.5 -0.18
H 2.235740 -5.458347 -2.302058 -0.1 0.0 -0.1 0.12
H 2.625847 -3.994849 -4.057406 0.2 0.1 0.1 0.12
H 3.619311 -4.882039 -1.475287 -0.1 0.3 0.1 0.12
H 0.164362 -4.940569 -2.752337 0.0 0.2 0.3 0.12
H -0.260626 -4.237734 -0.144925 0.4 0.0 -0.7 0.11
H 2.057105 -4.320469 0.164770 0.1 0.0 0.1 0.12
H -1.305024 -4.118502 -2.280487 0.2 0.0 -0.2 0.12
H -0.838845 -2.291801 -3.507201 0.2 0.0 -0.1 0.11
H 0.923615 -0.812576 -3.237854 0.1 -0.2 0.0 0.06
H 0.374234 -3.262913 -4.318924 -0.1 0.1 0.1 0.13
H 4.123051 -3.547240 -3.192222 0.0 -0.2 -0.3 0.12
H 3.237457 -1.318611 -3.285532 -0.1 -0.7 0.1 0.12
P -0.095067 -1.840306 -0.233410 1.7 -0.2 -0.7 0.89
C -0.192112 -2.235979 1.521352 -0.8 0.5 0.3 -0.23
C 3.490748 -1.775049 0.162422 1.5 0.4 1.4 -0.26
P -0.563047 1.417179 -0.985407 -0.2 -1.7 -0.9 1.01
C -1.124013 -0.433068 -0.850413 -1.0 -0.3 -0.1 -0.43
C 0.313453 1.492623 -2.564938 -0.1 0.0 -0.3 -0.22
C -2.138017 2.293002 -1.298919 -0.3 -0.3 -0.1 -0.19
H -1.141716 -1.807156 1.874480 0.4 -0.4 0.3 -0.01
H 0.658361 -1.777189 2.034308 -0.3 -0.1 0.1 0.03
H -0.187242 -3.328363 1.658681 0.0 0.5 0.0 0.07
H 4.270211 -2.420949 -0.268376 0.4 0.4 0.7 0.04
H 3.071192 -2.194725 1.095864 0.4 -0.1 -0.1 0.02
H 3.785955 -0.747536 0.418032 0.2 -0.8 -0.5 -0.03
H -2.639283 1.878607 -2.184723 0.2 0.0 0.1 0.07
H -1.935766 3.351603 -1.485068 0.0 -0.1 0.0 0.06
H -2.833432 2.196101 -0.456222 0.3 0.0 -0.1 0.04
H -2.015830 -0.456545 -0.184169 0.4 0.3 -0.5 -0.04
H -1.470809 -0.729379 -1.860398 0.1 0.2 0.3 0.06
H 0.439201 2.536896 -2.879879 0.0 -0.3 0.2 0.07
H -0.246568 0.976297 -3.347380 0.0 0.0 0.0 0.06
H 1.294092 1.015353 -2.443865 -0.1 0.3 -0.1 0.05
F -7.801253 3.055943 1.928368 1.5 -0.8 0.0 0.17
C -6.619655 2.418566 1.956377 -1.0 0.4 -0.1 -0.07
C -6.305589 1.486891 0.955793 -0.4 -0.5 -1.0 -0.10
F -7.181859 1.249513 -0.045529 0.8 0.3 1.0 0.14
C -5.088389 0.826815 0.985839 0.0 -0.3 -0.6 -0.20
F -4.771129 -0.035673 -0.015617 -0.4 0.9 1.0 0.08
C -4.134746 1.063197 2.014659 -0.4 0.2 -0.1 -0.54
S -2.644321 0.296546 2.062319 -0.2 -0.2 0.1 0.93
C -4.490603 2.018644 3.003344 0.5 0.4 0.7 -0.19
F -3.586094 2.307755 3.973876 -1.1 -0.3 -1.0 0.09
C -5.702990 2.681250 2.979953 0.0 0.8 1.0 -0.10
F -6.001203 3.590491 3.935055 0.2 -0.9 -1.0 0.14
```
Forces are in eV/Å.

***

[2]
ORCA calculation (ωB97M-V/def2-TZVPD) on C5H8FIO as an isolated structure at a distorted geometry.

Summary:
Highest occupied orbital energy (alpha / beta)   -0.2719 / -0.2584 Ha
Orbital gap (alpha / beta)   7.636 / 6.883 eV
E_LUMO (alpha / beta)   0.238 / -0.149 eV

```
16
Properties=species:S:1:pos:R:3:forces:R:3:lowdin_charge:R:1
C 1.281174 0.285514 0.042710 2.9 -0.2 1.0 -0.22
C 0.538776 1.564495 -0.463425 -1.4 -0.3 -0.4 -0.42
C 0.627874 -1.053936 -0.346578 0.1 -1.1 -0.6 -0.20
C -0.696655 2.132466 0.323927 1.2 -1.7 -2.9 -0.57
C -1.563115 -1.661324 0.554501 0.7 2.6 -2.5 -0.44
O -0.256482 -1.512996 0.744766 -0.2 -0.8 -0.7 -0.15
F -2.026371 -2.267713 -0.613786 0.9 0.1 1.5 -0.04
I -2.129514 0.719444 -0.042974 -1.3 -0.5 0.6 1.28
H 2.435844 0.310989 -0.381038 -2.9 -0.2 0.6 0.15
H 1.511476 0.274982 1.213829 -0.9 0.2 -2.4 0.15
H 1.276141 2.319694 -0.480499 0.9 1.1 -0.1 0.06
H 0.189459 1.424547 -1.556736 0.7 0.0 1.6 0.10
H 0.076291 -0.966030 -1.347435 0.5 -0.2 1.6 0.13
H 1.325383 -1.954613 -0.418279 -0.5 1.6 -0.1 0.14
H -0.523874 2.300153 1.334473 0.2 0.2 2.0 -0.05
H -2.066413 -1.915679 1.436537 -0.8 -0.7 0.9 0.10
```
Forces are in eV/Å.

***

Number 1: energy -76553.4746 eV. Number 2: energy -18175.1187 eV.